Entry 1:
The following is a quantum chemistry calculation of a structure of composition C12H20O7S3Tl, from OMol25.

```
43
Properties=species:S:1:pos:R:3:lowdin_charge:R:1
Tl 18.774 23.956 9.558 0.9817
C 26.075 26.660 7.356 0.1613
C 24.741 26.164 7.394 -0.2744
C 24.175 25.532 6.021 -0.2483
O 23.012 25.184 5.942 0.1133
C 25.079 25.465 4.799 0.1642
C 26.291 25.975 4.869 -0.2728
C 26.812 26.674 6.169 -0.2319
O 28.001 27.209 6.330 0.0861
O 26.948 26.017 3.712 0.0948
O 24.023 26.238 8.408 0.1066
H 26.551 27.005 8.262 0.1528
H 24.649 25.094 3.881 0.1528
C 15.764 18.080 14.147 -0.2764
S 17.270 17.774 13.143 0.8465
O 18.028 19.072 12.907 -0.6005
C 18.255 16.848 14.458 -0.2484
H 15.736 18.755 15.002 0.0602
H 15.256 17.141 14.370 0.0528
H 15.172 18.670 13.448 0.0338
H 18.286 17.260 15.467 0.0523
H 19.248 16.498 14.175 0.0467
H 17.692 15.940 14.673 0.0354
C 14.407 28.539 3.983 -0.2866
S 15.083 28.458 5.681 0.8625
O 15.968 27.167 5.866 -0.6099
C 13.402 28.070 6.346 -0.2669
H 13.910 29.507 3.921 0.0487
H 13.650 27.823 3.664 0.0566
H 15.177 28.535 3.213 0.0508
H 12.614 28.816 6.237 0.0630
H 13.630 27.875 7.394 0.0344
H 13.179 27.068 5.981 0.0520
C 21.016 18.727 5.016 -0.2402
S 21.752 18.444 6.722 0.8455
O 21.349 19.703 7.528 -0.6034
C 20.613 17.141 7.209 -0.2886
H 21.621 19.596 4.757 0.0337
H 19.974 19.046 5.027 0.0527
H 21.089 17.899 4.310 0.0526
H 20.750 16.620 8.157 0.0543
H 20.442 16.406 6.423 0.0540
H 19.694 17.713 7.339 0.0462
```

For the LUMO energy, the calculation gives -6.676 eV. The spin multiplicity is 1. Its HOMO-LUMO gap is 4.30 eV. Its net charge is +1.

Entry 2:
The following is a quantum chemistry calculation of a cluster of 2 separate species, H2N2O2 in total, from OMol25.

```
6
Properties=species:S:1:pos:R:3:lowdin_charge:R:1
N 0.432 0.390 -0.403 -0.3397
N -0.635 0.110 0.329 -0.3301
O 1.406 0.699 0.414 -0.5455
O -1.887 -0.320 0.033 -0.4817
H 1.032 -0.989 -1.678 -0.3751
H -0.349 0.110 1.304 0.0722
```

For the LUMO energy (spin up / spin down), the calculation gives 8.286 / 8.286 eV. The spin multiplicity is 1. Its HOMO-LUMO gap (spin up / spin down) is 4.37 / 4.37 eV. Its net charge is -2.

Entry 3:
The following is a quantum chemistry calculation of a structure of composition H7O3, from OMol25.

```
10
Properties=species:S:1:pos:R:3:lowdin_charge:R:1
O 0.829 0.288 2.116 0.0050
H 1.768 0.334 2.473 0.1509
H 0.306 -0.167 2.878 0.1687
O -0.408 -0.480 -2.219 -0.0148
H -0.145 -1.569 -2.277 0.2471
H -1.011 -0.389 -3.036 0.1578
O -0.234 0.613 -0.052 0.0618
H -0.376 0.197 -1.144 0.0857
H -1.056 0.667 0.362 0.0688
H 0.328 0.506 0.899 0.0689
```

For the LUMO energy, the calculation gives -3.779 eV. The spin multiplicity is 1. Its HOMO-LUMO gap is 13.50 eV. Its net charge is +1.

Entry 4:
The following is a quantum chemistry calculation of a cluster of 2 separate species, CH5NS in total, from OMol25.

```
8
Properties=species:S:1:pos:R:3:lowdin_charge:R:1
S 1.886 -4.805 -4.543 0.4542
H 1.850 -3.676 -5.270 -0.2268
C -1.192 2.243 2.939 -0.1553
N -1.278 3.453 2.593 0.0076
H -1.321 1.424 2.234 0.0578
H -0.965 2.007 3.981 0.0564
H 2.496 -4.170 -3.529 -0.2275
H -1.477 3.524 1.595 0.0336
```

For the LUMO energy, the calculation gives 0.987 eV. The spin multiplicity is 1. Its HOMO-LUMO gap is 10.84 eV. Its net charge is 0.

Entry 5:
The following is a quantum chemistry calculation of the molecule C4H10N2O2, from OMol25.

```
18
Properties=species:S:1:pos:R:3:lowdin_charge:R:1
C 0.309 -1.245 -0.635 -0.1943
N -0.671 -1.732 0.311 0.0131
C -1.981 -1.846 -0.028 -0.3632
O -2.436 -1.498 -1.097 0.0191
C 0.471 0.264 -0.630 -0.2000
N 0.916 0.681 0.700 -0.0683
C 0.980 2.075 0.950 -0.2817
O 1.902 2.768 0.069 -0.0746
H 1.253 -1.747 -0.411 0.1179
H 0.026 -1.582 -1.630 0.1204
H -0.403 -1.558 1.267 0.1240
H -2.590 -2.378 0.714 0.1260
H -0.481 0.774 -0.780 0.1250
H 1.154 0.541 -1.434 0.1152
H 1.719 0.148 1.009 0.1133
H 0.019 2.522 0.702 0.1204
H 1.311 2.224 1.971 0.1169
H 2.700 2.990 0.562 0.0708
```

For the LUMO energy, the calculation gives 0.750 eV. The spin multiplicity is 1. Its HOMO-LUMO gap is 10.17 eV. Its net charge is 0.

Entry 6:
The following is a quantum chemistry calculation of a structure of composition C11H14NPtS, from OMol25.

```
28
Properties=species:S:1:pos:R:3:lowdin_charge:R:1
Pt -1.059 -0.923 2.454 0.9979
C 3.013 1.280 -1.038 -0.0047
C 1.536 1.605 -1.084 -0.3121
C 1.006 2.137 -2.495 0.0801
C 0.632 0.630 -0.537 -0.1101
C 0.930 -0.780 -0.534 0.1450
C -0.013 -1.731 -0.119 0.0648
C -1.311 -1.352 0.296 -0.4095
C -2.416 -2.360 0.442 -0.0014
C -1.585 0.053 0.425 -0.0815
C -0.636 1.026 -0.025 0.1235
H 3.573 2.205 -0.876 0.1251
H 3.394 0.906 -1.993 0.1243
H 3.285 0.591 -0.240 0.0984
H 1.352 2.547 -0.497 0.2067
H 1.078 1.304 -3.198 0.1200
H 1.663 2.945 -2.805 0.1227
H -0.022 2.494 -2.478 0.1035
H 1.891 -1.119 -0.908 0.1588
H 0.231 -2.787 -0.183 0.1605
H -3.185 -2.085 1.172 0.1032
H -2.055 -3.371 0.617 0.1184
H -2.975 -2.364 -0.510 0.1552
H -2.600 0.383 0.629 0.1520
H -0.907 2.078 0.005 0.1651
S -0.131 -0.917 4.659 1.0391
C -1.757 -1.127 4.523 -0.7475
N -2.932 -1.270 4.298 0.3023
```

The expectation value of S² is 6.0848. For the LUMO energy (spin up / spin down), the calculation gives -12.195 / -16.159 eV. The spin multiplicity is 5. Its HOMO-LUMO gap (spin up / spin down) is 9.26 / 5.58 eV. Its net charge is +3.

Entry 7:
The following is a quantum chemistry calculation of a cluster of 2 separate species, C8H17N in total, from OMol25.

```
26
Properties=species:S:1:pos:R:3:lowdin_charge:R:1
C 1.500 0.786 0.775 -0.2096
C -0.825 1.902 -0.188 -0.0695
C -0.515 0.523 0.377 -0.4136
N 1.959 -0.258 1.652 -0.0251
C -1.081 0.159 1.592 0.0017
H 1.216 -0.602 2.252 0.0525
H 2.739 0.050 2.223 0.0711
H 2.340 1.168 0.198 0.0775
H 1.189 1.695 1.302 0.0916
H -1.861 1.937 -0.532 0.0865
H -0.691 2.661 0.586 0.0820
H -0.174 2.164 -1.027 0.0792
H -1.545 -0.801 1.767 0.0441
H -0.921 0.779 2.469 0.0600
C -1.270 -0.442 -1.909 -0.0514
C -0.370 -2.018 -0.182 -0.0601
C -0.287 -0.584 -0.733 -0.5551
C 1.121 -0.247 -1.078 0.0749
H -0.064 -2.723 -0.962 0.0854
H -1.128 0.490 -2.458 0.0734
H -1.121 -1.261 -2.618 0.0818
H -2.305 -0.476 -1.558 0.0898
H 0.298 -2.153 0.668 0.0730
H -1.388 -2.267 0.126 0.0806
H 1.293 0.508 -1.839 0.0868
H 1.890 -0.989 -0.902 0.0924
```

For the LUMO energy (spin up / spin down), the calculation gives 0.439 / 0.439 eV. The spin multiplicity is 1. Its HOMO-LUMO gap (spin up / spin down) is 7.62 / 7.62 eV. Its net charge is 0.

Values of energy above the lowest of the compared OMol25 structures with the same formula, charge and spin, in order: 106.5; 117.3; 29.9; 8.2; 40.1; 0.0; 103.9, all in kcal per mole.